A 6-piece molecular cluster, C25H61O14S overall at a distorted geometry. Source: the OMol25 dataset; level of theory: ωB97M-V/def2-TZVPD.

As for the lowest unoccupied orbital energy: 2.1 eV. The net charge is -1. The HOMO energy comes out at -0.1870 hartree. Its total energy is -2440.3511 hartree.

Last column: Mulliken charge in e.
Geometry (Å):
C1 4.31 -4.12 0.93  -0.296
O1 4.36 -2.66 0.71  -0.367
C2 3.20 -2.38 -0.16  -0.486
C3 2.20 -1.27 0.56  -0.165
C4 1.46 -1.83 1.92  -0.553
C5 0.53 -3.16 1.71  -0.489
S1 -0.49 -3.18 0.13  0.942
O2 -0.96 -1.77 -0.35  -0.639
O3 0.16 -4.03 -1.03  -0.681
O4 -1.95 -4.04 0.53  -0.636
H1 5.04 -4.50 1.78  0.236
H2 3.22 -4.39 1.26  0.038
H3 4.50 -4.69 -0.10  0.245
H4 3.62 -1.82 -1.13  0.229
H5 2.64 -3.33 -0.56  0.308
H6 1.45 -0.78 -0.22  0.197
H7 2.91 -0.38 0.90  0.177
H8 0.81 -0.99 2.44  0.270
H9 2.31 -2.11 2.71  0.291
H10 1.11 -4.19 1.79  0.153
H11 -0.25 -3.17 2.61  0.249
C6 -2.54 -6.17 -1.19  -0.744
O5 -3.10 -7.11 -2.10  -0.410
C7 -2.76 -8.46 -1.77  -0.470
C8 -3.91 -9.17 -1.04  -0.516
O6 -4.14 -8.59 0.25  -0.383
C9 -5.27 -7.72 0.25  -0.591
H12 -3.03 -5.20 -1.35  0.244
H13 -2.68 -6.47 -0.15  0.340
H14 -1.47 -6.05 -1.40  0.309
H15 -1.84 -8.49 -1.17  0.298
H16 -2.56 -8.98 -2.71  0.415
H17 -3.63 -10.21 -0.88  0.368
H18 -4.82 -9.16 -1.65  0.305
H19 -6.19 -8.30 0.22  0.370
H20 -5.25 -7.02 -0.60  0.306
H21 -5.25 -7.13 1.17  0.101
C10 2.04 2.98 0.24  -0.975
O7 1.14 2.09 -0.42  -0.230
C11 -0.13 2.04 0.24  -0.250
C12 -1.18 2.89 -0.48  -0.696
O8 -0.85 4.29 -0.40  -0.367
C13 -0.27 4.78 -1.60  -0.748
H22 2.89 3.16 -0.44  0.224
H23 1.58 3.94 0.48  0.413
H24 2.42 2.51 1.15  0.412
H25 -0.04 2.33 1.29  0.296
H26 -0.46 0.99 0.21  0.322
H27 -2.14 2.76 0.01  0.382
H28 -1.29 2.58 -1.53  0.313
H29 -1.04 4.90 -2.36  0.378
H30 0.52 4.12 -1.96  0.345
H31 0.17 5.76 -1.39  0.198
C14 1.39 3.59 -5.09  -0.867
O9 2.20 4.37 -4.21  -0.304
C15 3.49 3.78 -3.99  -0.191
C16 4.56 4.47 -4.84  -0.675
O10 4.35 4.24 -6.24  -0.370
C17 3.75 5.36 -6.88  -0.684
H32 0.54 4.21 -5.39  0.255
H33 1.94 3.28 -5.98  0.437
H34 1.01 2.71 -4.56  0.295
H35 3.46 2.70 -4.20  0.382
H36 3.73 3.92 -2.94  0.142
H37 5.54 4.04 -4.59  0.383
H38 4.60 5.54 -4.62  0.348
H39 4.50 6.15 -7.02  0.328
H40 2.90 5.75 -6.32  0.270
H41 3.40 5.04 -7.87  0.244
C18 4.23 9.23 1.44  -0.683
O11 2.99 9.20 2.13  -0.382
C19 1.91 8.75 1.30  -0.608
C20 1.57 7.28 1.59  -0.422
O12 2.64 6.41 1.20  -0.166
C21 3.42 5.99 2.31  -0.913
H42 5.03 9.34 2.18  0.239
H43 4.41 8.31 0.88  0.278
H44 4.26 10.09 0.76  0.324
H45 2.15 8.90 0.24  0.316
H46 1.04 9.37 1.54  0.389
H47 0.70 7.00 0.98  0.277
H48 1.31 7.14 2.64  0.381
H49 2.87 5.23 2.88  0.312
H50 3.68 6.82 2.97  0.435
H51 4.34 5.54 1.93  0.229
C22 -3.89 -3.55 2.47  -0.623
O13 -3.82 -3.35 3.87  -0.378
C23 -4.93 -2.60 4.37  -0.526
C24 -5.98 -3.50 5.02  -0.500
O14 -6.60 -4.35 4.05  -0.390
C25 -6.08 -5.68 4.08  -0.613
H52 -3.16 -4.33 2.19  0.165
H53 -4.88 -3.88 2.15  0.335
H54 -3.62 -2.63 1.95  0.334
H55 -5.37 -1.99 3.57  0.323
H56 -4.53 -1.91 5.13  0.403
H57 -6.77 -2.88 5.45  0.377
H58 -5.54 -4.09 5.83  0.310
H59 -6.47 -6.21 4.96  0.355
H60 -4.99 -5.69 4.11  0.308
H61 -6.41 -6.20 3.18  0.144